The following is a DFT calculation (the ωB97M-V functional and the def2-TZVPD basis) of a cluster of 2 separate species, CHF2O4S in total.

The geometry in XYZ format:
```
9
Properties=species:S:1:pos:R:3:forces:R:3
C -1.4293 0.9556 -0.0948 3.4 4.1 0.2
O -1.6778 -1.3346 -1.1753 -1.1 1.9 2.7
O -1.7836 -1.1217 1.2592 0.2 -0.6 2.4
O -3.5777 -0.1267 -0.1318 0.7 -0.2 0.5
O 0.6844 0.8954 0.7519 -3.0 -0.9 0.3
F -1.1424 1.4568 -1.2918 -0.1 -0.9 1.3
F -1.9813 1.9321 0.6241 0.8 -1.0 -0.3
S -2.1990 -0.5855 0.0299 -0.8 -3.5 -5.4
H 0.5720 0.2807 1.5439 -0.1 1.1 -1.6
```
Positions in Å, forces in eV/Å.

Summary:
Total charge: -1
HOMO-LUMO gap (alpha / beta) in eV: 9.08 / 9.03
Spin multiplicity: 1
LUMO (alpha / beta) in eV: 3.07 / 3.03
Energy above the lowest of the compared OMol25 structures with the same formula, charge and spin in kcal per mole: 70.69



The following is a DFT calculation (the ωB97M-V functional and the def2-TZVPD basis) of a cluster of 2 separate species, C5H14O in total.

The geometry in XYZ format:
```
20
Properties=species:S:1:pos:R:3:forces:R:3
C 1.4197 2.5750 -0.6903 0.1 0.4 0.6
C 0.7867 1.2615 -0.2143 -0.2 0.4 -0.4
C 1.8610 0.3163 0.3949 -1.3 0.8 -0.3
H 0.7046 3.3741 -0.8927 -0.2 -0.2 -0.1
H 2.0903 2.5186 -1.5474 0.0 -0.4 0.0
H 2.0145 2.9503 0.1522 0.1 0.1 -0.2
H -0.0074 1.5731 0.4715 0.2 -0.3 0.4
H 0.2306 0.7731 -1.0198 0.3 0.0 -0.1
H 2.8120 0.6986 0.0383 0.3 -0.5 0.1
H 1.8149 0.3581 1.4808 0.2 -0.1 0.1
H 1.6554 -0.6972 0.0627 0.4 -0.2 0.1
C -1.1997 -2.4152 -0.1113 0.4 0.2 0.2
C -2.3451 -1.4467 0.1151 -0.6 -0.1 -0.5
O -2.1752 -0.7456 1.3348 0.0 0.0 0.0
H -1.1491 -2.9464 -1.0599 -0.5 0.0 -0.1
H -1.1748 -3.1391 0.7028 0.0 -0.1 0.0
H -0.2668 -1.8421 -0.0720 0.0 0.0 0.1
H -2.4995 -0.7589 -0.7282 0.4 0.1 0.1
H -3.3142 -1.9482 0.1918 0.2 -0.2 0.2
H -1.2578 -0.4594 1.3910 0.0 0.1 0.0
```
Positions in Å, forces in eV/Å.

Summary:
Total charge: 0
HOMO-LUMO gap in eV: 11.30
SMILES: CCC.CCO
Spin multiplicity: 1
LUMO in eV: 0.98
Energy above the lowest of the compared OMol25 structures with the same formula, charge and spin in kcal per mole: 18.38



The following is a DFT calculation (the ωB97M-V functional and the def2-TZVPD basis) of a cluster of 14 separate species, C33H76N21O21 in total.

The geometry in XYZ format:
```
151
Properties=species:S:1:pos:R:3:forces:R:3
C -10.9427 15.3104 16.4582 1.0 -0.8 -0.8
C -12.0817 15.8601 15.5564 1.1 -0.3 3.4
C -12.8727 16.8329 16.5367 -1.4 2.3 -1.3
C -13.8831 17.7999 15.7712 0.4 -1.3 -0.1
C -13.2088 18.3944 14.5464 0.8 0.3 1.2
C -12.3966 17.4734 13.6460 1.6 1.3 -2.2
N -11.4817 16.5858 14.4379 4.7 -3.4 -4.2
O -10.2088 16.1940 13.8574 -8.3 2.7 4.4
C -11.3957 18.3167 12.7735 -0.3 -0.3 -1.5
C -13.3111 16.6576 12.6856 0.2 -1.0 -0.9
C -13.1350 14.7943 15.1235 -0.7 0.1 -0.2
H -10.1929 16.0529 16.7314 -0.5 0.6 0.3
H -10.2753 14.6137 15.9507 -0.4 -0.4 -0.4
H -11.2561 14.7872 17.3616 -0.5 0.3 -0.1
H -12.2637 17.5717 17.0577 0.8 -0.6 0.0
H -13.3959 16.2307 17.2794 0.2 -0.1 -0.2
H -14.2135 18.6710 16.3370 0.2 -0.3 0.6
H -14.8201 17.2997 15.5265 0.0 -0.2 -0.2
H -12.3990 19.0483 14.8699 -0.3 0.6 0.5
H -13.9436 19.0279 14.0496 0.3 -0.3 -0.8
H -11.9336 18.9226 12.0444 -0.5 0.5 0.6
H -10.8406 17.7223 12.0478 0.0 -0.7 0.4
H -10.6040 18.9121 13.2282 -0.5 0.0 0.7
H -13.0301 15.6057 12.6332 -0.2 0.0 0.4
H -13.2040 16.9389 11.6380 0.5 0.7 0.2
H -14.3836 16.7726 12.8426 0.2 -0.1 0.7
H -12.7666 13.9428 14.5515 0.2 0.4 -0.3
H -14.0028 15.2859 14.6836 0.4 -0.1 -0.7
H -13.6519 14.3560 15.9772 0.8 0.1 0.7
C -10.5659 24.0033 18.2817 -0.2 0.3 -2.5
C -10.2084 23.9814 16.8460 1.9 -1.3 -1.9
C -11.0861 23.0320 15.8805 -0.3 -1.5 1.2
O -10.8635 22.9815 14.6640 -0.3 0.6 1.3
C -11.9484 22.0558 16.5543 2.4 3.1 -2.8
C -12.1294 22.0088 17.9059 -1.0 -1.9 1.1
C -11.5258 23.0671 18.8262 0.6 1.3 2.1
O -11.7017 23.2214 20.0604 -0.5 -1.4 -1.9
O -12.7506 21.0049 18.3062 0.3 0.5 1.7
O -9.1415 24.4078 16.3058 -3.8 -0.9 1.8
H -10.2318 24.8361 18.8827 0.1 -0.1 0.3
H -12.3761 21.3010 15.9110 -0.1 -0.1 0.2
C -14.5531 21.8992 13.6584 1.9 0.6 0.4
C -15.8521 21.2291 13.7487 -0.5 -2.6 0.3
O -16.6011 21.3679 12.5534 -1.1 -0.5 -2.4
C -16.4657 20.4250 11.5194 2.4 0.0 2.6
O -15.4873 19.7124 11.3434 -0.9 0.8 0.4
O -17.5608 20.3666 10.8466 -1.0 0.5 -0.9
C -17.6994 19.3737 9.8242 -1.0 -0.8 0.0
H -13.8759 21.4041 12.9625 -0.6 0.5 -1.1
H -13.8486 21.8097 14.4853 -0.8 -0.1 1.1
H -14.6667 22.9781 13.5527 0.1 -0.1 -0.6
H -16.4822 21.4123 14.6191 -0.1 1.0 -0.3
H -15.7634 20.1462 13.8359 0.7 -0.3 0.2
H -17.6234 18.3599 10.2171 0.2 0.1 0.4
H -17.0417 19.3934 8.9552 0.2 0.8 0.3
H -18.7444 19.4931 9.5382 0.2 0.1 -0.3
C -11.7563 27.3502 19.1270 -1.5 -0.2 -0.8
C -12.5153 28.5906 18.5766 1.5 0.8 0.5
O -12.6360 28.5822 17.1650 0.4 -2.7 -1.6
C -13.4342 29.2953 16.3859 0.6 -3.1 -3.5
O -13.7479 28.9128 15.2136 0.7 1.3 4.0
O -13.7039 30.3718 16.9895 0.3 0.3 2.9
C -14.5627 31.2732 16.5020 -2.1 3.1 -2.0
H -11.6363 27.4494 20.2058 0.0 0.1 -0.1
H -10.7963 27.1470 18.6525 0.1 0.6 -0.1
H -12.3774 26.4785 18.9207 -0.1 -0.3 0.2
H -11.8100 29.3935 18.7909 -0.6 0.6 0.3
H -13.5124 28.7583 18.9836 0.3 -0.1 0.4
H -15.5286 30.9006 16.1612 0.3 -0.6 -0.3
H -14.0375 31.7799 15.6924 -0.5 0.3 -0.3
H -14.8469 32.0276 17.2357 0.6 -0.2 0.4
C -11.7436 23.3740 11.3834 -0.5 2.1 -0.5
O -11.6442 23.8036 10.2749 0.2 -0.1 -2.9
N -11.5722 22.1756 11.8400 1.6 -5.5 -0.4
N -12.1370 24.1241 12.3668 -1.6 3.6 3.0
H -11.2600 22.0922 12.7969 -0.1 -0.3 -0.3
H -11.1540 21.5863 11.1344 0.3 -0.4 0.5
H -12.6115 24.9772 12.1076 0.4 0.0 0.5
H -12.0137 23.8016 13.3160 -0.5 0.6 -0.2
C -16.3550 21.1849 17.9509 -1.4 -0.9 1.5
O -16.9068 20.2536 18.4240 -1.3 -4.2 1.3
N -15.3891 21.2526 17.1370 6.4 -0.8 -5.8
N -16.7179 22.3762 18.2163 -3.0 6.2 2.3
H -14.5995 20.6318 17.0306 -0.7 -0.3 0.5
H -15.2071 22.1463 16.7031 0.1 0.1 0.0
H -16.1748 23.1820 17.9407 -0.4 0.0 0.1
H -17.4717 22.4716 18.8817 0.1 0.2 -0.2
C -9.6416 27.9503 15.5396 -0.8 3.8 0.1
O -9.9308 29.1316 15.4992 0.2 1.2 -0.4
N -10.4929 27.0328 15.8215 -3.7 -4.2 1.2
N -8.4740 27.4309 15.3583 5.0 -0.6 -1.0
H -11.4504 27.2502 16.0583 0.4 0.1 0.2
H -10.0321 26.1795 16.1040 -1.1 0.1 -0.1
H -7.6925 28.0567 15.2249 -0.1 -0.2 0.1
H -8.2808 26.4551 15.5335 0.1 0.4 -0.2
C -8.2437 22.7320 21.8082 2.1 -0.4 -1.5
O -7.1775 22.6025 22.3522 0.9 0.6 1.3
N -8.4505 23.5077 20.7506 0.1 2.7 -1.7
N -9.2205 21.8816 21.9245 -3.5 -3.7 2.3
H -9.3374 23.4686 20.2690 0.6 0.2 0.1
H -7.6469 24.0022 20.3902 -0.4 0.0 -0.2
H -9.1675 21.3002 22.7487 -0.1 0.0 0.0
H -10.1580 21.9685 21.5591 0.4 0.4 -0.1
C -15.1927 20.5651 21.6946 -4.0 -9.3 2.1
O -15.9869 19.9873 22.4448 0.2 -0.1 0.7
N -14.5002 19.9797 20.7827 3.5 -3.5 -3.7
N -15.0426 21.7557 21.6098 0.4 11.6 0.9
H -14.4006 18.9789 20.6904 -0.3 0.4 0.0
H -14.0764 20.5964 20.1044 0.2 -1.0 -0.4
H -14.3083 22.1009 21.0084 -0.5 0.9 0.7
H -15.5858 22.2491 22.3038 0.5 0.9 -0.4
C -7.9371 21.5807 13.5275 6.4 -0.3 -1.1
O -6.7389 21.4596 13.2860 0.2 -2.0 -0.2
N -8.8698 20.7605 13.8897 -2.7 -3.2 1.1
N -8.4247 22.7517 13.4502 -2.4 6.3 -0.7
H -8.7589 19.8042 14.1952 0.1 0.6 0.1
H -9.6306 21.4043 14.0536 -1.2 -2.0 0.7
H -9.2783 22.9564 13.9498 0.3 1.0 -0.6
H -7.9572 23.4569 12.8987 0.0 -0.2 0.5
C -14.5097 25.1804 15.6774 1.4 -6.8 4.0
O -15.2033 24.3071 16.1591 -1.4 -2.8 1.2
N -14.9712 26.1842 15.2003 -4.6 8.0 -4.1
N -13.2240 25.1974 15.8028 5.6 -0.5 0.0
H -14.3270 26.9523 15.0766 -0.9 1.0 -0.1
H -15.9267 26.2214 15.5255 -0.3 1.2 -0.9
H -12.7215 24.4374 16.2388 -0.6 0.1 -0.4
H -12.7339 25.7657 15.1269 0.5 -0.1 0.3
C -9.6744 18.5798 18.2288 1.7 -0.2 -2.1
O -8.8063 17.7869 18.3196 2.9 -3.1 0.4
N -10.3671 19.0162 19.2276 -3.0 1.9 2.7
N -9.9327 19.1508 17.0392 -1.9 1.6 -2.0
H -9.9181 19.1678 20.1195 -0.2 -0.3 -0.1
H -11.1511 19.5919 18.9555 -0.1 0.3 0.8
H -9.5796 18.8482 16.1426 0.3 -0.1 0.7
H -10.5554 19.9459 17.0511 0.1 0.0 -0.5
C -6.3761 25.6776 17.5812 -0.1 1.5 0.3
O -5.5782 26.5202 17.9097 1.6 0.3 -0.1
N -7.4323 25.4043 18.2995 -3.4 -0.4 4.5
N -6.5009 24.9948 16.4702 2.0 -0.7 -3.6
H -8.2265 24.8904 17.9455 0.6 0.2 0.2
H -7.4642 25.7860 19.2340 -0.1 0.1 -0.3
H -5.8544 25.3118 15.7619 -0.3 -0.5 -0.4
H -7.4050 24.5958 16.2617 0.9 -0.1 -0.4
C -11.8039 23.6471 23.7259 0.8 1.3 4.5
O -11.8258 23.8497 24.9168 -0.4 0.4 2.5
N -11.1379 24.4549 22.9646 1.3 1.6 -3.5
N -12.3769 22.6147 23.2311 -2.2 -4.2 -3.0
H -10.4724 25.0702 23.4103 -0.1 -0.2 -0.4
H -11.0766 24.1081 22.0179 0.8 1.0 -0.1
H -12.2047 22.3488 22.2721 -0.4 -0.1 0.2
H -12.7883 21.9249 23.8435 0.1 0.4 -0.1
```
Positions in Å, forces in eV/Å.

Summary:
Total charge: 0
HOMO-LUMO gap in eV: 3.30
Spin multiplicity: 2
LUMO in eV: -5.93



no.,electronic energy (eV)
1,-25512.101
2,-7458.988
3,-109736.010